# 1
23
Properties=species:S:1:pos:R:3 method="wB97M-V/def2-TZVPD" total_energy_ev=-15094.890 gap_ev=9.79 smiles="N[C@@H](Cc1ccccc1)C(=O)O" e_above_lowest_kj_mol=221.4 max_force_ev_per_a=6.081
C -1.65 -0.09 0.33
C -2.55 0.95 -0.58
C -0.57 -0.91 -0.39
C 0.74 -0.12 -0.28
C 1.02 1.10 0.29
C 1.79 -0.87 -0.79
C 2.38 1.47 0.52
C 3.16 -0.45 -0.70
C 3.49 0.70 0.05
H -2.67 -1.87 0.95
H -2.71 -0.84 1.99
H -1.34 0.54 1.19
H -0.84 -1.03 -1.46
H -0.51 -1.93 0.14
H 0.36 1.49 0.97
H 1.49 -1.79 -1.42
H 2.61 2.29 1.17
H 3.80 -0.92 -1.38
H 4.54 1.03 0.22
H -3.76 -0.41 -0.24
N -2.76 -0.86 1.01
O -2.21 2.03 -0.74
O -3.79 0.45 -0.84


# 2
23
Properties=species:S:1:pos:R:3 method="wB97M-V/def2-TZVPD" total_energy_ev=-15094.968 gap_ev=8.68 smiles=NC[C@@H]1Cc2cc(O)c(O)cc21 e_above_lowest_kj_mol=213.9 max_force_ev_per_a=3.645
C -1.11 0.65 -2.24
C -1.57 0.44 -0.77
C -1.41 1.71 0.13
C -0.28 0.97 0.87
C 0.64 1.01 1.93
C 1.48 -0.10 2.06
C 1.36 -1.22 1.24
C 0.37 -1.30 0.21
C -0.40 -0.15 0.06
H -0.61 -0.59 -3.85
H 0.11 -0.92 -2.34
H -0.25 1.38 -2.28
H -1.90 1.10 -2.84
H -2.52 -0.13 -0.87
H -2.25 1.88 0.81
H -1.21 2.69 -0.35
H 0.74 1.75 2.68
H 2.82 -0.98 3.02
H 1.78 -3.07 1.17
H 0.20 -2.23 -0.32
N -0.76 -0.63 -2.83
O 2.48 -0.05 3.03
O 2.27 -2.20 1.46


# 3
24
Properties=species:S:1:pos:R:3 method="wB97M-V/def2-TZVPD" total_energy_ev=-25930.508 gap_ev=9.52 smiles="C[C@H]1Cc2sccc2[C@]1(N)C(=O)O" e_above_lowest_kj_mol=170.6 max_force_ev_per_a=3.460
C -2.46 -1.75 -0.61
C -3.73 -1.30 -0.35
C -1.46 -0.88 -0.09
C -1.93 0.28 0.41
C 0.71 -2.13 0.66
C -0.90 1.10 0.98
C 0.47 0.30 1.10
C 0.22 -0.82 0.04
C 1.78 1.13 1.15
N 0.73 -0.74 -1.35
O 0.57 -2.50 1.78
O 1.25 -3.01 -0.28
S -3.64 0.35 0.29
H -2.27 -2.69 -1.04
H -4.75 -1.54 -0.80
H -0.76 1.87 0.29
H -1.26 1.55 1.88
H 0.52 -0.14 2.13
H 1.99 1.80 0.30
H 2.67 0.59 1.39
H 1.50 1.79 1.96
H 1.26 -2.38 -1.06
H 1.21 0.09 -1.33
H -0.11 -0.53 -2.04


# 4
24
Properties=species:S:1:pos:R:3 method="wB97M-V/def2-TZVPD" total_energy_ev=-17144.642 gap_ev=9.15 smiles="N[C@@H](Cc1ccc(O)cc1)C(=O)O" e_above_lowest_kj_mol=11.4 max_force_ev_per_a=0.687
N 0.73 3.04 -1.30
H 1.52 3.60 -0.97
H -0.12 3.58 -1.15
C 0.67 1.78 -0.58
H 0.53 1.91 0.51
C -0.47 0.91 -1.14
C -0.75 -0.26 -0.24
C -0.21 -1.52 -0.52
C -0.44 -2.59 0.33
C -1.22 -2.42 1.47
C -1.76 -1.17 1.75
C -1.52 -0.11 0.90
H -1.95 0.86 1.13
H -2.36 -1.05 2.64
O -1.47 -3.45 2.33
H -1.05 -4.25 2.01
H -0.02 -3.56 0.10
H 0.40 -1.65 -1.40
H -0.19 0.58 -2.14
H -1.36 1.53 -1.22
C 2.01 1.10 -0.77
O 2.25 0.16 -1.48
O 2.96 1.70 -0.04
H 3.82 1.28 -0.19


# 5
23
Properties=species:S:1:pos:R:3 method="wB97M-V/def2-TZVPD" total_energy_ev=-23881.009 gap_ev=9.07 e_above_lowest_kj_mol=332.4 max_force_ev_per_a=5.059
C -2.28 0.88 0.30
C -2.36 -0.46 0.26
C 1.55 1.34 0.00
C -1.06 0.36 -1.52
C -1.11 1.40 -0.31
C -1.20 -0.89 -0.64
C 0.17 0.84 0.54
C 0.06 -0.69 0.25
C 2.63 -1.56 0.82
N 2.20 0.54 -0.82
O 1.97 2.39 0.41
S 1.65 -1.09 -0.66
H -2.96 1.48 0.94
H -2.92 -1.18 0.84
H -2.13 0.51 -2.09
H -0.32 0.41 -2.38
H -1.14 2.44 -0.66
H -1.26 -1.79 -1.17
H -0.03 1.18 1.53
H 0.21 -1.20 1.14
H 2.21 -0.98 1.65
H 3.67 -1.22 0.58
H 2.47 -2.71 0.99


# 6
23
Properties=species:S:1:pos:R:3 method="wB97M-V/def2-TZVPD" total_energy_ev=-15654.921 gap_ev=6.79 e_above_lowest_kj_mol=133.1 total_charge=-1 max_force_ev_per_a=2.546
C -2.84 2.11 -2.39
C -2.95 0.60 -2.25
O -3.94 -0.01 -2.60
O -1.99 0.10 -1.51
H -3.71 2.59 -1.93
H -2.82 2.41 -3.45
H -1.91 2.41 -1.90
C 2.72 0.21 2.84
C 0.32 -1.32 -0.42
C -0.22 -1.25 0.95
C 1.67 -0.93 -0.64
C 0.60 -0.81 1.98
C 2.42 -0.44 0.43
C 1.90 -0.43 1.71
O -0.47 -1.68 -1.36
H -1.82 -0.97 -1.46
H -1.30 -1.23 0.98
H 2.07 -1.14 -1.61
H 0.28 -1.11 2.98
H 3.43 -0.08 0.25
H 3.47 0.89 2.47
H 3.12 -0.59 3.47
H 1.98 0.69 3.48


# 7
26
Properties=species:S:1:pos:R:3 method="wB97M-V/def2-TZVPD" total_energy_ev=-39371.599 gap_ev=7.19 e_above_lowest_kj_mol=0.0 total_charge=-1 max_force_ev_per_a=4.643
C 2.40 -0.22 -0.92
C 1.88 -0.20 1.44
C 0.98 -0.14 -1.14
C 0.52 -0.22 1.15
C 2.83 -0.25 0.37
C 0.07 -0.22 -0.09
C 4.27 -0.31 0.72
C -3.90 1.17 -0.79
C -1.35 -0.19 -0.46
O -3.64 -1.55 -0.13
O -1.49 -2.74 -0.30
O -1.57 2.49 -0.70
O -2.38 1.41 1.37
S -2.31 -1.77 0.44
S -2.21 1.34 -0.05
H 3.06 0.07 -1.64
H 2.19 -0.31 2.42
H 0.68 0.16 -2.19
H -0.24 -0.31 1.94
H 4.81 -0.09 -0.19
H 4.57 0.27 1.55
H 4.70 -1.21 1.12
H -3.69 1.82 -1.65
H -3.89 0.09 -0.85
H -4.67 1.47 0.04
H -1.61 -0.56 -1.46


# 8
21
Properties=species:S:1:pos:R:3 method="wB97M-V/def2-TZVPD" total_energy_ev=-18793.921 gap_ev=8.30 smiles="CP1C[C@H]2C=CC=CC=C21" e_above_lowest_kj_mol=410.6 max_force_ev_per_a=5.897
C 1.45 -0.24 -1.25
C 0.04 0.22 -0.76
C 2.41 -0.84 -0.50
C -0.31 1.64 -0.34
C 2.33 -1.38 0.83
C -0.62 -0.71 0.38
C 1.33 -2.12 1.27
C -0.05 -1.60 1.13
C -3.09 1.79 -0.30
P -1.79 0.79 1.00
H 1.67 -0.03 -2.24
H -0.70 -0.12 -1.52
H 3.31 -1.11 -0.94
H -0.86 2.41 -0.95
H 3.33 -1.56 1.24
H 1.49 -2.84 2.00
H 0.49 2.25 0.39
H -0.63 -2.11 1.92
H -3.31 0.89 -0.94
H -2.63 2.63 -0.82
H -3.85 2.04 0.39


# 9
21
Properties=species:S:1:pos:R:3 method="wB97M-V/def2-TZVPD" total_energy_ev=-9523.733 gap_ev=9.68 smiles="CC#CCC(C)=C=CC" e_above_lowest_kj_mol=299.7 max_force_ev_per_a=2.934
C -1.79 0.37 0.22
C 1.29 1.75 1.48
C -1.52 -0.99 -0.22
C 0.38 1.44 0.58
C -0.64 1.20 -0.26
C -1.32 -2.13 -0.56
C 2.57 1.04 1.86
C -0.61 1.70 -1.68
C -1.08 -3.44 -1.12
H -2.82 0.65 -0.14
H -1.80 0.47 1.35
H 1.27 2.69 1.97
H 3.51 1.46 1.28
H 2.51 0.03 1.51
H 2.77 1.15 2.90
H -1.47 2.31 -1.96
H -0.54 0.87 -2.44
H 0.40 2.11 -1.97
H -0.33 -3.27 -1.94
H -1.93 -3.91 -1.60
H -0.67 -4.13 -0.39


# 10
21
Properties=species:S:1:pos:R:3 method="wB97M-V/def2-TZVPD" spin_multiplicity=3 total_energy_ev=-9515.729 gap_ev="5.95 / 6.82" e_above_lowest_kj_mol=577.0 max_force_ev_per_a=5.399 s2=2.032
C 2.43 -1.08 -0.46
C 1.17 -1.49 -0.40
C 1.82 0.24 -0.49
C 0.95 -0.40 -1.42
C 2.47 1.35 0.21
C -1.49 0.73 1.15
C -1.99 -1.58 0.34
C -1.49 0.34 -1.28
C -1.61 -0.10 -0.03
H 1.69 1.56 1.02
H 2.60 2.31 -0.36
H 3.58 1.10 0.39
H -0.65 0.45 1.80
H -1.27 1.80 0.94
H -2.41 0.71 1.72
H -1.24 -1.92 0.90
H -2.09 -2.11 -0.59
H -2.99 -1.68 0.91
H -1.75 -0.18 -2.18
H 3.43 -1.40 -0.67
H -1.18 1.36 -1.50